No. 1
A gas-phase ion, C8H9ClN3 (charge +1) at a distorted geometry. Source: the Open Molecules 2025 dataset; level of theory: the ωB97M-V functional and the def2-TZVPD basis.

E_tot = -934.33902 Eh
Spin multiplicity = 1
SMILES = CC1=CNC2=C(Cl)N=CC=[N+]1C2
Relative energy (zero: lowest compared OMol25 entry of this formula, charge and spin) = 36.8 kcal per mole
HOMO-LUMO gap (alpha / beta) = 7.70 / 7.70 eV
Net charge = +1

Each line ends with the Löwdin charge.
Cartesian coordinates (Å):
C: -1.458 -0.352 0.936  -0.023
C: 2.072 1.016 -0.729  -0.127
C: 1.736 -0.220 -0.307  0.038
C: -0.770 1.399 -0.372  -0.084
C: -0.483 -1.174 0.588  -0.272
C: 0.213 2.496 -0.538  -0.735
C: -0.389 0.176 -1.222  -0.085
C: -0.371 -2.600 0.956  0.012
N: 1.360 2.105 -0.832  0.074
N: -1.418 0.998 0.664  0.157
N: 0.392 -0.719 -0.423  0.024
Cl: -0.096 4.100 -0.245  0.835
H: -2.308 -0.644 1.578  0.165
H: 3.126 1.267 -0.712  0.132
H: 2.477 -0.918 -0.081  0.113
H: -1.313 -0.274 -1.511  0.153
H: 0.140 0.473 -2.020  0.105
H: -0.913 -3.187 0.162  0.126
H: -0.742 -2.712 1.984  0.101
H: 0.729 -2.794 0.875  0.109
H: -1.985 1.564 1.250  0.180

No. 2
2 unconnected molecules or ions with the total composition C3H8NO at a distorted geometry. Source: the Open Molecules 2025 dataset; level of theory: the ωB97M-V functional and the def2-TZVPD basis.

E_tot = -248.99508 Eh
Spin multiplicity = 1
Relative energy (zero: lowest compared OMol25 entry of this formula, charge and spin) = 57.4 kcal per mole
HOMO-LUMO gap = 6.20 eV
Net charge = -1

Each line ends with the Löwdin charge.
Cartesian coordinates (Å):
C: -0.538 0.520 1.992  -0.537
O: -0.485 0.038 3.218  -0.408
H: -0.923 -0.216 1.178  0.012
H: -1.383 1.190 1.744  0.031
H: 0.461 0.748 1.475  0.020
C: -0.500 -0.882 -1.481  -0.113
C: 1.460 0.384 -0.918  -0.067
N: 0.876 -0.228 -1.921  -0.067
H: -0.654 -0.880 -0.372  0.036
H: -0.456 -1.836 -1.946  0.036
H: -1.239 -0.244 -1.874  0.037
H: 2.358 0.809 -1.141  0.012
H: 1.024 0.596 0.046  0.009

No. 3
2 unconnected molecules or ions with the total composition C4H5NO at a distorted geometry. Source: the Open Molecules 2025 dataset; level of theory: the ωB97M-V functional and the def2-TZVPD basis.

E_tot = -285.31772 Eh
Spin multiplicity = 1
SMILES = C=C=O.CC#N
Relative energy (zero: lowest compared OMol25 entry of this formula, charge and spin) = 60.8 kcal per mole
HOMO-LUMO gap = 9.92 eV

Each line ends with the Löwdin charge.
Cartesian coordinates (Å):
C: -0.652 1.566 0.348  -0.320
C: -0.476 -0.168 2.659  -0.344
C: -1.631 -0.304 3.174  -0.012
C: -0.555 0.703 -0.739  -0.057
N: -0.757 1.888 1.437  0.155
O: 0.609 -0.198 2.146  0.108
H: -2.367 -0.932 2.692  0.069
H: -1.963 0.531 3.851  0.099
H: 0.422 0.348 -1.125  0.111
H: -1.198 1.104 -1.559  0.103
H: -1.103 -0.013 -0.131  0.089

No. 4
A single C3H7N3OS molecule at a distorted geometry. Source: the Open Molecules 2025 dataset; level of theory: the ωB97M-V functional and the def2-TZVPD basis.

E_tot = -756.03980 Eh
Spin multiplicity = 1
SMILES = C/N=C1/NOCSN1
Relative energy (zero: lowest compared OMol25 entry of this formula, charge and spin) = 122.1 kcal per mole
HOMO-LUMO gap = 9.14 eV

Each line ends with the Löwdin charge.
Cartesian coordinates (Å):
C: -2.490 -0.517 -0.187  -0.162
C: -0.261 0.288 0.041  -0.581
C: 2.530 0.294 -0.012  -0.443
H: -3.494 -0.250 -0.872  0.121
H: -2.058 -1.387 -0.776  0.053
H: -2.605 -0.778 0.939  0.097
H: 0.222 2.409 0.475  0.234
H: 2.503 0.464 1.041  0.073
H: 3.411 0.181 -0.559  0.063
H: -0.405 -1.703 0.011  0.028
N: -1.519 0.646 -0.209  0.012
N: 0.604 1.332 0.324  -0.039
N: 0.079 -0.935 0.418  -0.186
O: 1.711 1.343 -0.482  -0.164
S: 1.774 -1.387 -0.151  0.895

No. 5
A single C2BrF3OS molecule at a distorted geometry. Source: the Open Molecules 2025 dataset; level of theory: the ωB97M-V functional and the def2-TZVPD basis.

E_tot = -3423.23965 Eh
Spin multiplicity = 1
SMILES = O=C(Br)SC(F)(F)F
Relative energy (zero: lowest compared OMol25 entry of this formula, charge and spin) = 0.0 kcal per mole
HOMO-LUMO gap = 9.87 eV

Each line ends with the Löwdin charge.
Cartesian coordinates (Å):
C: -1.507 -0.495 0.002  -1.001
C: 1.271 0.337 -0.068  -0.960
O: -1.122 -1.581 0.116  0.042
F: 2.312 1.214 -0.017  0.082
F: 1.361 -0.389 -1.174  0.117
F: 1.372 -0.364 1.029  0.106
S: -0.339 1.178 0.062  0.922
Br: -3.348 0.100 0.050  0.693

No. 6
A molecular structure, C4H6S2 at a distorted geometry. Source: the Open Molecules 2025 dataset; level of theory: the ωB97M-V functional and the def2-TZVPD basis.

E_tot = -952.24539 Eh
Spin multiplicity = 1
Relative energy (zero: lowest compared OMol25 entry of this formula, charge and spin) = 77.8 kcal per mole
HOMO-LUMO gap = 8.92 eV

Each line ends with the Löwdin charge.
Cartesian coordinates (Å):
C: -0.528 -1.061 1.771  -0.027
C: -0.298 -0.512 0.632  -0.636
C: 0.976 0.406 0.464  -0.481
C: -0.427 0.455 -1.910  -1.016
H: 0.124 -0.592 2.636  0.122
H: -1.279 -1.616 2.084  0.007
H: 2.138 0.033 0.440  0.138
H: 0.775 1.175 1.292  0.084
H: -1.275 1.173 -2.370  0.083
H: 0.234 0.294 -3.031  0.114
S: 0.474 1.344 -0.964  0.784
S: -0.912 -1.099 -1.044  0.829